Entry 1:
Density functional theory data (ωB97M-V with the def2-TZVPD basis set) for a single C26H40N4O3 molecule.

Last column: Mulliken charge in e.
Element x y z (Å)
C1 2.848 4.841 -1.820  -2.145
C2 2.901 3.493 -1.099  1.945
C3 4.181 2.756 -1.500  -1.852
C4 2.871 3.715 0.414  -1.131
C5 2.815 2.431 1.214  0.196
O1 3.313 2.362 2.324  -0.714
C6 2.121 1.301 0.603  -0.387
C7 2.040 0.139 1.362  -0.202
N1 1.432 -0.962 0.991  0.536
C8 1.419 -2.193 1.723  -0.694
C9 2.401 -3.239 1.120  -1.062
N2 1.939 -4.088 0.060  0.143
C10 0.844 -4.987 0.365  -0.934
C11 -0.465 -4.564 -0.334  -0.802
N3 -0.420 -3.161 -0.682  0.181
C12 -1.408 -2.332 -0.198  0.406
O2 -2.111 -2.705 0.730  -0.718
N4 -1.541 -1.125 -0.804  -0.170
C13 -2.387 -0.052 -0.286  1.213
C14 -1.925 0.380 1.111  -0.884
C15 -2.795 1.531 1.607  0.326
C16 -2.665 2.713 0.647  -1.234
C17 -3.134 2.290 -0.744  0.487
C18 -4.593 1.844 -0.678  -1.551
C19 -4.715 0.658 0.278  0.522
C20 -4.252 1.077 1.672  -1.450
C21 -3.851 -0.499 -0.221  -1.684
C22 -2.272 1.132 -1.247  -1.103
C23 0.579 -2.868 -1.682  -0.186
C24 1.898 -3.600 -1.294  -0.957
C25 1.577 1.357 -0.726  0.986
O3 1.023 0.387 -1.260  -0.588
C26 1.673 2.663 -1.475  -1.272
H1 1.945 5.388 -1.555  0.405
H2 3.708 5.450 -1.551  0.459
H3 2.856 4.697 -2.899  0.428
H4 4.198 2.580 -2.574  0.438
H5 4.253 1.796 -0.993  0.376
H6 5.055 3.347 -1.236  0.438
H7 3.740 4.285 0.746  0.433
H8 1.981 4.293 0.682  0.364
H9 2.502 0.159 2.344  0.650
H10 1.009 -0.931 0.063  -0.383
H11 1.721 -1.985 2.752  0.713
H12 0.404 -2.597 1.727  0.165
H13 3.290 -2.710 0.766  0.436
H14 2.710 -3.898 1.938  0.355
H15 1.120 -5.996 0.032  0.369
H16 0.707 -5.018 1.446  0.381
H17 -1.325 -4.717 0.319  0.341
H18 -0.608 -5.149 -1.252  0.414
H19 -0.842 -0.819 -1.461  0.453
H20 -0.878 0.694 1.069  -0.376
H21 -2.001 -0.473 1.787  0.764
H22 -2.459 1.834 2.605  0.373
H23 -1.624 3.044 0.607  0.243
H24 -3.269 3.552 1.003  0.567
H25 -3.040 3.136 -1.436  0.270
H26 -5.218 2.670 -0.329  0.514
H27 -4.940 1.558 -1.673  0.517
H28 -5.760 0.331 0.322  0.211
H29 -4.880 1.890 2.045  0.500
H30 -4.345 0.235 2.360  0.536
H31 -3.932 -1.353 0.450  0.543
H32 -4.175 -0.815 -1.215  0.387
H33 -1.229 1.444 -1.320  -0.183
H34 -2.603 0.826 -2.242  0.582
H35 0.763 -1.797 -1.754  -0.075
H36 0.246 -3.215 -2.671  0.711
H37 2.023 -4.474 -1.943  0.235
H38 2.751 -2.940 -1.456  0.415
H39 1.652 2.447 -2.546  0.686
H40 0.765 3.231 -1.241  0.122

The molecular weight comes out at 456.631 g/mol. As for the SMILES: CC1(C)CC(=O)C(=CNCCN2CCN(C(=O)N[C@]34C[C@H]5C[C@H](C[C@H](C5)C3)C4)CC2)C(=O)C1. The value obtained for the total energy is -1459.56681 Ha. The calculation puts the HOMO energy at -8.242 eV.

Entry 2:
Density functional theory data (ωB97M-V with the def2-TZVPD basis set) for a molecular structure, C32H46BrEuN3P2S in a non-equilibrium geometry.

Last column: Löwdin spin population.
Element x y z (Å)
N1 0.878 -0.863 -8.103  0.000
C1 0.332 -1.926 -7.508  0.000
C2 -0.278 -1.853 -6.248  0.000
C3 -0.311 -0.590 -5.584  0.000
C4 0.179 0.542 -6.296  0.000
C5 0.797 0.338 -7.539  0.000
C6 -0.765 -0.455 -4.201  -0.001
Eu1 -2.306 -0.537 -2.034  7.036
P1 -3.536 0.877 2.224  -0.001
C7 -0.881 0.795 -3.564  -0.004
C8 -0.220 1.129 -2.300  -0.002
C9 -0.571 2.266 -1.507  -0.003
C10 0.064 2.489 -0.291  0.001
C11 1.125 1.661 0.143  -0.004
C12 1.309 0.428 -0.536  0.001
C13 0.770 0.233 -1.808  -0.002
Br1 -0.806 -0.664 0.751  -0.018
H1 -0.894 -1.413 -3.624  -0.001
H2 -1.244 1.662 -4.127  0.001
H3 -0.636 -2.776 -5.773  0.000
H4 0.191 1.536 -5.851  0.000
H5 0.410 -2.890 -8.016  0.000
H6 1.260 1.170 -8.070  0.000
H7 -1.358 2.943 -1.883  0.000
H8 1.108 -0.604 -2.432  0.000
H9 -0.307 3.261 0.385  0.000
H10 1.944 -0.358 -0.088  0.000
P2 2.395 2.160 1.337  -0.001
C14 -4.301 -0.113 0.917  -0.001
C15 -5.841 -0.131 0.984  0.000
H11 -3.922 -1.137 1.035  0.000
H12 -3.989 0.306 -0.060  -0.001
H13 -6.252 -0.931 0.361  0.000
H14 -6.231 -0.288 1.995  0.000
H15 -6.285 0.800 0.621  0.000
C16 -2.775 2.392 1.525  0.000
C17 -2.971 3.578 2.506  0.000
H16 -3.276 2.594 0.560  0.000
H17 -1.705 2.206 1.329  0.000
H18 -2.716 4.528 2.012  0.000
H19 -4.019 3.657 2.843  0.000
H20 -2.332 3.492 3.402  0.000
C18 -2.098 0.165 3.158  -0.001
C19 -2.401 -0.048 4.641  0.000
H21 -1.210 0.820 3.054  0.000
H22 -1.854 -0.843 2.734  0.000
H23 -1.485 -0.358 5.165  0.000
H24 -2.774 0.867 5.127  0.000
H25 -3.138 -0.856 4.760  0.000
C20 2.375 0.772 2.542  0.000
C21 3.599 0.568 3.463  0.000
H26 2.120 -0.157 1.996  0.000
H27 1.486 0.974 3.167  0.000
H28 4.392 -0.030 2.984  0.000
H29 4.009 1.535 3.805  0.000
H30 3.264 -0.004 4.350  0.000
C22 2.122 3.855 1.969  0.000
C23 2.168 4.990 0.916  0.000
H31 2.942 4.086 2.675  0.000
H32 1.167 3.791 2.514  0.000
H33 3.217 5.258 0.707  0.000
H34 1.702 4.760 -0.055  0.000
H35 1.675 5.887 1.315  0.000
C24 3.988 2.232 0.462  0.000
C25 4.388 0.991 -0.323  0.000
H36 4.755 2.474 1.213  0.000
H37 3.951 3.128 -0.178  0.000
H38 3.782 0.850 -1.229  0.000
H39 5.445 1.051 -0.619  0.000
H40 4.270 0.105 0.309  0.000
N2 3.515 -3.266 1.527  0.000
C26 2.329 -3.896 1.279  0.000
N3 1.326 -3.359 0.640  0.000
C27 0.232 -4.217 0.570  0.000
C28 -0.973 -4.018 -0.125  0.000
C29 -1.932 -5.034 -0.188  0.000
C30 -1.702 -6.268 0.448  0.000
C31 -0.502 -6.490 1.143  0.000
C32 0.444 -5.470 1.211  0.000
S1 2.065 -5.520 1.911  0.000
H41 4.217 -3.872 1.927  0.000
H42 3.837 -2.581 0.852  0.000
H43 -1.133 -3.030 -0.581  0.000
H44 -2.862 -4.860 -0.741  0.000
H45 -2.458 -7.055 0.387  0.000
H46 -0.293 -7.442 1.628  0.000

As for the multiplicity: 8. The molecular weight comes out at 798.624 g/mol. The value obtained for the total energy is -5775.85561 Ha. The value obtained for the relative energy (zero: lowest compared OMol25 entry of this formula, charge and spin) is 0.00 kcal per mole. The expectation value of S² is 15.761. The calculation puts the HOMO energy (alpha / beta) at -11.725 / -11.728 eV. Its net charge is +2.

Entry 3:
Density functional theory data (ωB97M-V with the def2-TZVPD basis set) for 12 unconnected molecules or ions with the total composition C32H84BF6N5O16S2 in a non-equilibrium geometry.

Last column: Mulliken charge in e.
Element x y z (Å)
B1 1.522 -0.568 1.257  -0.081
H1 3.510 -2.025 0.590  -0.114
H2 2.399 5.348 0.495  -0.242
H3 -4.332 -3.321 5.517  -0.090
H4 3.262 -10.782 3.549  -0.099
C1 5.890 3.461 0.174  -0.741
O1 4.866 3.289 -0.837  -0.278
C2 5.157 4.104 -1.993  -0.758
C3 3.996 3.980 -3.022  -0.615
N1 3.853 2.653 -3.741  -0.122
H5 3.265 2.859 -4.568  0.430
H6 4.755 2.316 -4.096  0.395
C4 3.125 1.586 -2.838  -0.620
C5 2.441 0.467 -3.659  0.453
O2 3.213 0.295 -4.831  -0.422
C6 2.945 -0.880 -5.621  -0.724
H7 6.741 2.731 0.107  0.274
H8 5.530 3.370 1.195  0.222
H9 6.244 4.484 0.043  0.334
H10 6.069 3.760 -2.446  0.388
H11 5.365 5.148 -1.696  0.502
H12 4.200 4.801 -3.706  0.483
H13 3.004 4.154 -2.590  0.269
H14 2.271 2.128 -2.349  0.085
H15 3.744 1.241 -2.058  0.640
H16 1.438 0.782 -3.835  -0.398
H17 2.278 -0.479 -3.062  0.295
H18 2.931 -1.737 -4.935  0.268
H19 3.781 -1.093 -6.338  0.284
H20 1.971 -0.883 -6.069  0.281
C7 -4.484 1.472 -0.785  -0.318
O3 -4.015 2.758 -0.190  -0.248
C8 -4.305 3.108 1.163  -0.507
C9 -3.174 4.021 1.646  -0.444
N2 -1.943 3.206 1.599  1.774
H21 -1.902 2.628 2.517  -1.016
H22 -1.886 2.570 0.819  0.238
C10 -0.644 3.979 1.584  -0.624
C11 -0.241 4.951 2.773  -1.127
O4 -0.124 4.358 4.014  0.013
C12 -0.175 5.228 5.139  -0.915
H23 -4.624 0.760 0.018  0.360
H24 -3.743 1.203 -1.472  -0.116
H25 -5.449 1.605 -1.290  0.229
H26 -4.362 2.149 1.713  0.054
H27 -5.310 3.512 1.285  0.425
H28 -3.404 4.278 2.686  0.289
H29 -3.024 4.875 1.001  0.481
H30 -0.683 4.443 0.620  0.650
H31 0.142 3.185 1.588  0.185
H32 -1.075 5.645 2.731  0.446
H33 0.634 5.518 2.495  0.492
H34 -0.086 4.506 5.938  0.249
H35 -1.210 5.596 5.181  0.347
H36 0.568 6.062 5.193  0.300
C13 1.040 -5.021 -2.869  -0.787
O5 0.721 -4.356 -1.614  -0.281
C14 -0.654 -4.569 -1.150  -0.449
C15 -0.720 -3.963 0.218  -0.716
N3 0.423 -4.515 0.985  -0.179
H37 0.339 -5.527 1.167  0.514
H38 1.219 -4.495 0.305  0.545
C16 0.746 -3.807 2.291  0.783
C17 1.926 -4.533 2.812  -0.684
O6 1.527 -5.837 3.050  -0.407
C18 2.518 -6.628 3.658  -0.859
H39 0.468 -4.677 -3.709  0.222
H40 0.847 -6.089 -2.724  0.383
H41 2.140 -4.961 -3.018  0.262
H42 -0.871 -5.659 -1.097  0.406
H43 -1.462 -4.119 -1.759  0.324
H44 -1.650 -4.119 0.743  0.477
H45 -0.597 -2.885 0.081  0.272
H46 -0.112 -3.911 2.924  0.495
H47 0.946 -2.726 2.008  -1.376
H48 2.275 -4.024 3.732  0.495
H49 2.829 -4.499 2.187  0.494
H50 2.313 -7.691 3.447  0.327
H51 2.602 -6.446 4.725  0.269
H52 3.539 -6.464 3.216  0.319
C19 -0.241 -2.949 6.630  -0.792
O7 0.111 -2.767 5.203  -0.368
C20 -0.172 -1.444 4.834  -0.102
C21 1.000 -0.478 5.162  -0.905
N4 2.017 -0.445 4.140  0.823
H53 2.460 -1.369 4.014  0.359
H54 1.574 -0.221 3.247  -0.351
C22 3.119 0.539 4.372  -0.554
C23 4.304 0.192 3.546  -0.356
O8 4.428 -1.214 3.723  -0.373
C24 5.541 -1.860 3.048  -0.788
H55 -1.220 -2.655 6.890  0.312
H56 0.518 -2.254 7.025  0.323
H57 0.020 -3.954 6.926  0.295
H58 -0.988 -0.995 5.381  0.558
H59 -0.499 -1.464 3.778  0.202
H60 1.453 -0.839 6.084  0.585
H61 0.535 0.540 5.214  0.177
H62 3.406 0.512 5.392  0.392
H63 2.644 1.497 4.094  0.298
H64 5.145 0.820 3.903  0.437
H65 4.197 0.496 2.505  0.253
H66 5.151 -2.758 2.490  0.148
H67 6.229 -2.233 3.772  0.307
H68 5.999 -1.191 2.360  0.375
C25 -1.022 -2.089 -4.518  -0.076
O9 -2.366 -1.836 -4.721  -0.366
C26 -2.751 -1.386 -5.978  -0.708
C27 -3.047 0.110 -6.093  -0.701
N5 -3.855 0.655 -5.016  0.475
H69 -4.134 -0.079 -4.306  0.486
H70 -3.269 1.304 -4.372  0.301
C28 -5.221 1.250 -5.385  -0.840
C29 -6.281 0.093 -5.494  -0.482
O10 -5.993 -0.783 -4.419  -0.303
C30 -6.635 -2.017 -4.463  -0.855
H71 -0.348 -1.228 -4.346  0.271
H72 -0.590 -2.747 -5.281  0.438
H73 -1.057 -2.728 -3.616  -0.408
H74 -3.630 -1.973 -6.220  0.310
H75 -2.074 -1.687 -6.774  0.497
H76 -3.553 0.271 -7.058  0.359
H77 -2.148 0.710 -6.173  0.370
H78 -5.076 1.759 -6.328  0.431
H79 -5.488 1.970 -4.597  0.334
H80 -6.108 -0.452 -6.448  0.371
H81 -7.292 0.423 -5.438  0.513
H82 -6.796 -2.310 -3.416  0.227
H83 -6.015 -2.672 -5.041  0.296
H84 -7.606 -2.022 -4.896  0.385
C31 -3.420 0.796 4.745  0.603
F1 -4.434 1.528 5.287  -0.222
F2 -3.090 -0.248 5.524  -0.275
F3 -3.814 0.372 3.561  -0.236
S1 -1.929 1.801 4.581  0.919
O11 -2.498 3.052 4.291  -0.513
O12 -1.236 1.654 5.847  -0.749
O13 -1.179 1.317 3.460  -0.905
C32 -0.449 3.356 -3.933  0.484
F4 0.801 3.769 -3.536  -0.142
F5 -1.279 4.415 -4.109  -0.193
F6 -0.289 2.741 -5.097  -0.197
S2 -1.103 2.269 -2.734  0.025
O14 -2.399 1.918 -3.310  -0.751
O15 -0.228 1.061 -2.692  -0.358
O16 -1.094 2.878 -1.432  -0.439

The molecular weight comes out at 983.977 g/mol. The value obtained for the total energy is -4166.09193 Ha. The calculation puts the HOMO energy at -9.014 eV. Its net charge is +2.

Entry 4:
Density functional theory data (ωB97M-V with the def2-TZVPD basis set) for a molecular structure, C13H7Cl2MoNO4S in a non-equilibrium geometry.

Last column: Mulliken charge in e.
Element x y z (Å)
Mo1 0.075 -0.861 -0.069  1.463
Cl1 -2.293 -0.377 -0.370  -0.149
C1 -3.135 -1.866 -0.632  1.118
C2 -4.507 -1.869 -0.832  -0.835
C3 -5.148 -3.088 -1.039  -0.424
C4 -4.431 -4.269 -1.046  -0.557
C5 -3.047 -4.269 -0.844  0.213
Cl2 -2.167 -5.728 -0.852  -0.149
C6 -2.382 -3.045 -0.632  0.339
S1 -0.642 -2.990 -0.370  -0.042
H1 -5.063 -0.943 -0.826  0.467
H2 -6.217 -3.109 -1.196  0.422
H3 -4.926 -5.215 -1.207  0.454
O1 1.809 -1.045 0.166  -0.695
C7 2.806 -0.270 0.383  0.008
C8 2.569 1.124 0.480  0.173
C9 3.639 2.018 0.720  -0.585
C10 3.405 3.368 0.812  -0.347
C11 2.127 3.920 0.677  -0.425
C12 1.059 3.074 0.442  -0.674
C13 1.249 1.692 0.340  0.927
O2 0.222 0.880 0.115  -0.659
N1 4.563 4.279 1.066  1.050
O3 5.625 3.742 1.169  -0.574
O4 4.294 5.441 1.135  -0.571
H4 3.808 -0.698 0.488  0.528
H5 4.647 1.641 0.832  0.532
H6 2.003 4.993 0.759  0.534
H7 0.057 3.471 0.332  0.459

The molecular weight comes out at 440.115 g/mol. The value obtained for the total energy is -2241.24256 Ha. The calculation puts the HOMO energy (alpha / beta) at -15.618 / -15.617 eV. Its net charge is +2.